--- 1 ---
This record from the OMol25 dataset describes a single C3H6N2S molecule. The level of theory is wB97M-V/def2-TZVPD.

Element x y z (Å)
N (0.11, -1.44, 0.04)
C (0.52, -0.17, 0.00)
N (1.87, 0.04, -0.10)
C (-0.36, 0.92, 0.01)
C (-1.74, 0.85, -0.01)
S (-2.77, -0.47, -0.03)
H (0.76, -2.19, -0.21)
H (-0.93, -1.57, 0.00)
H (2.50, -0.66, 0.26)
H (2.18, 0.98, 0.03)
H (0.10, 1.89, 0.01)
H (-2.23, 1.83, -0.01)

## Properties
SMILES	NC(N)=CC=S
multiplicity	1
charge	0
LUMO level	0.53	eV
HOMO energy	-7.82	eV
frontier orbital gap	8.35	eV

Here are the Löwdin charges for atoms 1 to 5, given in e: atom 1 (N): 0.1350, atom 2 (C): -0.4316, atom 3 (N): 0.1324, atom 4 (C): -0.1734, atom 5 (C): -0.6671

--- 2 ---
This record from the OMol25 dataset describes a single C3H6N2S molecule. The level of theory is wB97M-V/def2-TZVPD.

Element x y z (Å)
S (2.65, -0.66, -0.16)
C (1.84, 0.75, -0.03)
N (0.53, 0.89, -0.20)
N (-0.37, -0.02, -0.85)
C (-1.62, -0.17, 0.10)
C (-0.55, -1.21, 0.02)
H (2.20, 1.78, 0.32)
H (0.09, 1.76, -0.12)
H (-1.59, 0.43, 1.05)
H (-2.58, -0.18, -0.50)
H (-0.70, -2.12, -0.57)
H (0.10, -1.27, 0.93)

## Properties
SMILES	S=CNN1CC1
multiplicity	1
charge	0
LUMO level	0.77	eV
HOMO energy	-8.32	eV
frontier orbital gap	9.08	eV

Here are the Löwdin charges for atoms 1 to 5, given in e: atom 1 (S): 0.5730, atom 2 (C): -0.7396, atom 3 (N): -0.1215, atom 4 (N): -0.0499, atom 5 (C): -0.1012

--- 3 ---
This record from the OMol25 dataset describes a molecular structure, C3H6N2S. The level of theory is wB97M-V/def2-TZVPD.

Element x y z (Å)
C (0.53, -1.33, -0.23)
C (-0.90, 0.45, -1.18)
C (0.20, 0.00, -0.21)
N (0.80, -2.46, -0.22)
N (-0.76, 0.14, 1.45)
S (1.58, 1.10, 0.06)
H (-0.72, -0.13, -2.11)
H (-0.69, 1.42, -1.49)
H (-1.71, 0.09, -0.65)
H (-0.39, -0.52, 2.05)
H (-0.32, 1.13, 1.74)
H (2.38, 0.12, 0.78)

## Properties
multiplicity	1
charge	0
LUMO level (spin up / spin down)	0.45 / 0.45	eV
HOMO energy (spin up / spin down)	-9.30 / -9.30	eV
frontier orbital gap (spin up / spin down)	9.75 / 9.75	eV

Here are the Löwdin charges for atoms 1 to 5, given in e: atom 1 (C): -0.3336, atom 2 (C): -0.0621, atom 3 (C): -0.7710, atom 4 (N): 0.1863, atom 5 (N): 0.0152

Which structure is the most stable? The one labeled 1.

--- 1 ---
This record from the OMol25 dataset describes a single C3H6N2S molecule. The level of theory is wB97M-V/def2-TZVPD.

Element x y z (Å)
C (1.17, 0.35, -0.81)
C (-0.04, 0.02, 0.03)
N (0.08, 0.39, 1.31)
S (-0.38, -1.85, -0.23)
C (-1.30, 0.61, -0.46)
N (-2.41, 0.93, -0.59)
H (0.82, 0.53, -1.88)
H (1.81, -0.49, -0.79)
H (1.70, 1.20, -0.53)
H (-0.76, 0.16, 1.73)
H (0.91, 0.04, 1.81)
H (-1.60, -1.89, 0.40)

## Properties
SMILES	C[C@](N)(S)C#N
multiplicity	1
charge	0
LUMO level	0.69	eV
HOMO energy	-9.48	eV
frontier orbital gap	10.17	eV

Here are the Löwdin charges for atoms 1 to 5, given in e: atom 1 (C): -0.0830, atom 2 (C): -0.9144, atom 3 (N): 0.0558, atom 4 (S): 0.7317, atom 5 (C): -0.2545

--- 2 ---
This record from the OMol25 dataset describes a molecular structure, C3H6N2S. The level of theory is wB97M-V/def2-TZVPD.

Element x y z (Å)
C (-0.42, -0.74, -0.04)
C (-0.45, 0.72, -0.02)
C (-1.67, 1.20, -0.02)
H (2.85, -0.19, 0.76)
H (1.49, 0.50, -0.78)
H (0.91, -2.28, 0.19)
H (0.47, 1.29, -0.11)
H (-2.51, 0.69, -0.09)
H (-1.94, 2.27, 0.26)
N (2.10, -0.55, -0.19)
N (0.87, -1.20, 0.10)
S (-1.71, -1.70, -0.06)

## Properties
multiplicity	1
charge	0
LUMO level	-0.12	eV
HOMO energy	-8.39	eV
frontier orbital gap	8.27	eV

Here are the Löwdin charges for atoms 1 to 5, given in e: atom 1 (C): -0.9011, atom 2 (C): -0.1946, atom 3 (C): 0.0129, atom 4 (H): 0.1736, atom 5 (H): 0.1936

Which structure is the most stable? The one labeled 1.

--- 1 ---
This record from the OMol25 dataset describes a molecular structure, C3H6N2S. The level of theory is wB97M-V/def2-TZVPD.

Element x y z (Å)
C (0.38, -0.47, -0.48)
C (0.09, 1.12, -0.59)
C (-0.70, -0.76, 0.54)
N (-0.75, 0.46, 1.35)
N (-1.18, 1.18, 0.13)
S (-2.18, -0.34, -0.35)
H (0.26, -1.00, -1.52)
H (1.45, -0.52, -0.33)
H (0.80, 1.63, -0.11)
H (-0.10, 1.42, -1.54)
H (-0.56, -1.99, 1.15)
H (-1.55, 0.58, 1.92)

## Properties
multiplicity	1
charge	0
LUMO level	0.34	eV
HOMO energy	-8.79	eV
frontier orbital gap	9.13	eV

Here are the Löwdin charges for atoms 1 to 5, given in e: atom 1 (C): -0.2248, atom 2 (C): -0.2078, atom 3 (C): -0.6584, atom 4 (N): -0.0947, atom 5 (N): -0.2851

--- 2 ---
This record from the OMol25 dataset describes a molecular structure, C3H6N2S. The level of theory is wB97M-V/def2-TZVPD.

Element x y z (Å)
C (-0.81, -0.49, 0.52)
C (-0.38, 0.98, 0.72)
C (0.28, -0.81, -0.43)
N (0.46, 0.34, -1.29)
N (0.86, 1.07, -0.08)
S (1.83, -0.43, 0.46)
H (-0.61, -1.06, 1.34)
H (-1.84, -0.75, 0.11)
H (-1.02, 1.62, 0.27)
H (-0.01, 1.39, 1.66)
H (-0.02, -1.97, -1.39)
H (1.26, 0.10, -1.89)

## Properties
multiplicity	1
charge	0
LUMO level	0.36	eV
HOMO energy	-8.85	eV
frontier orbital gap	9.22	eV

Here are the Löwdin charges for atoms 1 to 5, given in e: atom 1 (C): -0.2245, atom 2 (C): -0.2263, atom 3 (C): -0.6617, atom 4 (N): -0.1152, atom 5 (N): -0.2962

Which structure is the most stable? The one labeled 1.

--- 1 ---
This record from the OMol25 dataset describes a single C3H6N2S molecule. The level of theory is wB97M-V/def2-TZVPD.

Element x y z (Å)
N (-0.86, -1.87, -0.57)
C (0.05, -1.82, 0.39)
C (0.69, -0.74, 0.85)
C (0.41, 0.61, 0.32)
N (1.08, 1.63, 0.94)
S (-0.66, 1.04, -0.93)
H (-1.11, -1.02, -1.04)
H (-1.19, -2.77, -0.86)
H (0.28, -2.76, 0.88)
H (1.42, -0.79, 1.65)
H (0.79, 2.61, 0.82)
H (1.86, 1.53, 1.57)

## Properties
SMILES	N/C=C\C(N)=S
multiplicity	1
charge	0
LUMO level	0.79	eV
HOMO energy	-8.22	eV
frontier orbital gap	9.01	eV

Here are the Löwdin charges for atoms 1 to 5, given in e: atom 1 (N): 0.0786, atom 2 (C): -0.2310, atom 3 (C): -0.1447, atom 4 (C): -0.7968, atom 5 (N): 0.0251

--- 2 ---
This record from the OMol25 dataset describes 2 unconnected molecules or ions with the total composition C3H6N2S. The level of theory is wB97M-V/def2-TZVPD.

Element x y z (Å)
C (-0.35, -1.25, 0.17)
C (1.19, 0.59, -0.43)
C (-0.75, 0.02, 0.66)
N (-0.02, -2.28, -0.20)
N (-1.87, 0.59, 0.26)
S (2.48, -0.33, 0.20)
H (0.89, 0.27, -1.46)
H (1.14, 1.75, -0.30)
H (-0.29, 0.36, 1.61)
H (-2.22, 1.55, 0.34)
H (-2.18, 0.17, -0.59)
H (1.98, -1.41, -0.25)

## Properties
multiplicity	1
charge	0
LUMO level (spin up / spin down)	0.62 / 0.62	eV
HOMO energy (spin up / spin down)	-7.30 / -7.30	eV
frontier orbital gap (spin up / spin down)	7.92 / 7.92	eV

Here are the Löwdin charges for atoms 1 to 5, given in e: atom 1 (C): -0.3460, atom 2 (C): -0.5431, atom 3 (C): -0.2843, atom 4 (N): 0.1417, atom 5 (N): 0.0672

Which structure is the most stable? The one labeled 1.

--- 1 ---
This record from the OMol25 dataset describes 19 unconnected molecules or ions with the total composition H38O19. The level of theory is wB97M-V/def2-TZVPD.

Element x y z (Å)
O (-2.66, -1.16, -4.15)
H (-2.86, -0.44, -3.44)
H (-1.64, -1.17, -4.23)
O (0.48, -1.05, -2.78)
H (-0.06, -0.86, -2.16)
H (0.19, -1.24, -3.73)
O (-3.20, -3.67, 1.07)
H (-3.18, -3.06, 1.74)
H (-3.79, -3.32, 0.43)
O (3.90, 2.15, 0.80)
H (4.74, 1.61, 0.95)
H (3.84, 2.32, -0.16)
O (1.14, -2.93, 2.50)
H (1.83, -3.40, 2.91)
H (1.61, -2.44, 1.77)
O (4.52, -1.84, 1.96)
H (4.13, -0.87, 2.25)
H (3.78, -2.20, 1.50)
O (2.39, -0.40, 1.35)
H (1.77, -0.81, 0.80)
H (2.78, 0.44, 0.98)
O (-2.40, 2.50, 1.15)
H (-2.55, 3.16, 1.87)
H (-1.48, 2.04, 1.33)
O (1.00, 3.62, 1.95)
H (0.90, 3.28, 2.81)
H (1.90, 3.77, 1.77)
O (0.35, 1.19, -0.36)
H (0.85, 1.67, -1.07)
H (0.88, 1.62, 0.45)
O (-2.31, 1.00, -2.00)
H (-1.84, 1.82, -2.23)
H (-2.18, 1.23, -1.04)
O (-4.85, -1.29, -0.43)
H (-4.14, -1.44, -1.17)
H (-5.15, -0.40, -0.65)
O (-0.97, -1.02, -0.75)
H (-0.23, -0.50, -0.36)
H (-1.27, -1.64, -0.17)
O (4.13, 1.68, -2.06)
H (3.75, 0.81, -2.37)
H (3.75, 2.52, -2.53)
O (-1.25, 4.00, -1.18)
H (-1.13, 3.33, -0.56)
H (-1.99, 4.43, -1.17)
O (-0.09, -3.88, 0.09)
H (-0.40, -4.56, -0.61)
H (0.22, -4.34, 0.86)
O (1.53, 1.11, -3.55)
H (0.92, 0.73, -2.72)
H (1.51, 0.49, -4.27)
O (-0.30, -0.56, 4.25)
H (0.41, -1.15, 4.06)
H (-1.15, -0.90, 4.13)
O (-2.34, -0.27, 2.08)
H (-1.96, 0.08, 1.29)
H (-1.82, 0.20, 2.80)

## Properties
multiplicity	1
charge	0
LUMO level	-0.43	eV
HOMO energy	-10.84	eV
frontier orbital gap	10.41	eV

Here are the Löwdin charges for atoms 1 to 5, given in e: atom 1 (O): -0.1280, atom 2 (H): 0.0461, atom 3 (H): 0.0389, atom 4 (O): -0.0144, atom 5 (H): -0.1396

--- 2 ---
This record from the OMol25 dataset describes 19 unconnected molecules or ions with the total composition H38O19. The level of theory is wB97M-V/def2-TZVPD.

Element x y z (Å)
O (-3.72, 2.53, 0.26)
H (-3.92, 1.75, -0.28)
H (-4.12, 3.11, -0.42)
O (-0.21, 1.00, 2.92)
H (-0.65, 0.20, 3.16)
H (0.66, 0.97, 2.51)
O (1.13, -1.09, -3.21)
H (1.29, -0.86, -2.28)
H (0.68, -1.93, -3.01)
O (3.52, -1.43, 1.68)
H (4.17, -1.69, 2.33)
H (3.71, -1.60, 0.76)
O (-1.41, 3.63, -0.62)
H (-0.80, 2.96, -1.01)
H (-2.23, 3.10, -0.56)
O (2.23, 0.11, 3.56)
H (2.71, -0.31, 2.82)
H (2.88, 0.74, 3.86)
O (0.08, 0.62, -4.87)
H (-0.30, 0.95, -4.05)
H (0.39, -0.29, -4.82)
O (-2.65, 1.40, 2.65)
H (-3.31, 1.98, 2.28)
H (-1.69, 1.60, 2.67)
O (-1.93, 0.84, 0.33)
H (-1.03, 1.22, 0.44)
H (-1.79, 0.20, 1.04)
O (2.93, -0.08, -0.40)
H (2.49, 0.77, -0.19)
H (2.05, -0.51, -0.34)
O (4.16, 2.22, 0.46)
H (4.08, 1.37, -0.01)
H (3.96, 2.88, -0.21)
O (0.93, 2.92, 0.32)
H (1.28, 2.70, 1.18)
H (0.25, 3.58, 0.46)
O (-2.83, 0.33, -2.10)
H (-2.58, 0.62, -1.19)
H (-3.79, 0.32, -2.07)
O (1.29, -3.02, -0.43)
H (2.02, -3.19, -1.02)
H (1.47, -3.47, 0.41)
O (0.06, -3.11, 2.62)
H (0.76, -2.75, 3.15)
H (-0.68, -2.52, 2.72)
O (-2.08, -3.40, 0.67)
H (-2.62, -3.38, 1.45)
H (-2.01, -4.29, 0.30)
O (0.26, -0.59, -0.13)
H (-0.60, -0.30, -0.52)
H (0.28, -1.48, -0.53)
O (-1.38, -4.83, -1.32)
H (-0.59, -4.49, -0.94)
H (-2.02, -4.18, -1.62)
O (-0.42, 2.12, -2.57)
H (0.27, 2.74, -2.84)
H (-0.96, 2.13, -3.37)

## Properties
multiplicity	1
charge	0
LUMO level	-0.22	eV
HOMO energy	-10.10	eV
frontier orbital gap	9.88	eV

Here are the Löwdin charges for atoms 1 to 5, given in e: atom 1 (O): -0.0594, atom 2 (H): 0.0443, atom 3 (H): 0.0859, atom 4 (O): -0.0335, atom 5 (H): 0.0522

Which structure is the most stable? The one labeled 2.